No. 1
DFT (ωB97M-V/def2-TZVPD) results for a molecular structure, C4H7NSi in a non-equilibrium geometry.

Output
**Molecular weight**: 97.193 g/mol
**DFT total energy**: -500.5650 Eh
**Gap between HOMO and LUMO (alpha / beta)**: 9.855 / 7.530 eV
**Relative energy (zero: lowest compared OMol25 entry of this formula, charge and spin)**: 121.7 kcal per mole
**E_LUMO (alpha / beta)**: -0.0044 / -0.0138 Ha

```
! RIJCOSX wB97M-V def2-TZVPD def2/J DEFGRID3
* xyz 0 1
C -1.631 -1.536 -0.300
C -0.337 -1.679 0.021
C -1.553 -0.225 -0.013
C -0.215 -0.240 0.569
N -2.592 1.413 -0.217
Si 1.244 0.788 -0.258
H -2.405 -2.218 -0.535
H 0.515 -2.374 -0.062
H 0.073 -0.276 1.653
H -1.891 1.899 0.272
H 2.569 0.376 0.522
H 1.192 2.148 0.193
H 1.287 0.330 -1.687
*
```

No. 2
DFT (ωB97M-V/def2-TZVPD) results for C4H7O in the gas phase in a non-equilibrium geometry.

Output
**Molecular weight**: 71.099 g/mol
**DFT total energy**: -231.6404 Eh
**Gap between HOMO and LUMO (alpha / beta)**: 9.848 / 8.437 eV
**Relative energy (zero: lowest compared OMol25 entry of this formula, charge and spin)**: 78.0 kcal per mole
**E_LUMO (alpha / beta)**: 0.0334 / -0.0389 Ha
**Expectation value of S²**: 0.7603

```
! RIJCOSX wB97M-V def2-TZVPD def2/J DEFGRID3
* xyz 0 2
C 0.857 1.461 -0.694
C 0.341 0.542 0.241
C -0.498 -0.530 -0.640
C -0.594 -1.889 -0.339
H 1.489 2.279 -0.421
H 0.279 1.583 -1.584
H 1.254 -0.010 0.778
H -1.052 -0.238 -1.620
H -1.337 -2.706 -0.585
H -0.053 -2.156 0.575
O -0.398 0.768 1.662
H -0.286 0.895 2.625
*
```